74
Properties=species:S:1:pos:R:3:lowdin_charge:R:1 method="wB97M-V/def2-TZVPD" homo_lumo_gap_ev="6.277 / 6.335" charge=0 e_lumo_ev="-1.377 / -1.325" homo_ev="-7.65 / -7.66"
Os 0.211 -0.716 1.026 1.54
O 1.268 0.551 -0.070 -0.29
C 2.251 1.339 0.303 -0.32
C 3.044 1.902 -0.711 0.00
C 4.095 2.733 -0.412 -0.06
C 4.401 3.055 0.919 -0.09
C 3.622 2.536 1.920 -0.04
C 2.542 1.680 1.638 -0.15
C 1.754 1.196 2.727 -0.09
N 0.788 0.363 2.640 -0.16
C 0.076 -0.038 3.858 -0.18
C -1.329 -0.470 3.462 -0.18
N -1.202 -1.372 2.314 -0.16
C -1.845 -2.485 2.289 -0.06
C -1.811 -3.472 1.260 -0.14
C -2.558 -4.654 1.454 -0.04
C -2.537 -5.674 0.544 -0.09
C -1.771 -5.520 -0.626 -0.07
C -1.063 -4.372 -0.860 0.00
C -1.049 -3.311 0.075 -0.34
O -0.352 -2.253 -0.211 -0.30
H 2.814 1.615 -1.729 0.13
H 4.698 3.146 -1.211 0.11
H 5.243 3.692 1.150 0.10
H 3.843 2.769 2.956 0.11
H 1.990 1.591 3.715 0.14
H 0.032 0.777 4.580 0.13
H 0.601 -0.893 4.290 0.12
H -1.895 0.409 3.144 0.09
H -1.837 -0.952 4.298 0.12
H -2.466 -2.721 3.154 0.14
H -3.161 -4.739 2.351 0.11
H -3.097 -6.582 0.718 0.10
H -1.737 -6.325 -1.350 0.11
H -0.492 -4.228 -1.769 0.12
S -1.094 2.755 1.493 0.25
P -1.535 2.132 -0.326 0.13
S -1.661 0.096 -0.577 0.42
C -3.177 2.807 -0.752 -0.39
C -4.325 2.026 -0.686 -0.11
C -5.569 2.606 -0.902 -0.09
C -5.667 3.960 -1.180 -0.09
C -4.521 4.744 -1.231 -0.08
C -3.279 4.172 -1.016 -0.09
C -0.467 2.862 -1.599 -0.39
C -0.634 2.458 -2.923 -0.09
C 0.100 3.067 -3.926 -0.08
C 1.000 4.080 -3.610 -0.09
C 1.171 4.473 -2.292 -0.08
C 0.438 3.863 -1.281 -0.12
H -4.241 0.968 -0.473 0.06
H -6.462 1.997 -0.848 0.10
H -6.637 4.407 -1.358 0.10
H -4.599 5.805 -1.435 0.10
H -2.380 4.776 -1.045 0.11
H -1.336 1.667 -3.156 0.10
H -0.035 2.762 -4.956 0.10
H 1.567 4.563 -4.396 0.10
H 1.869 5.265 -2.051 0.10
H 0.558 4.159 -0.245 0.08
C 3.236 -4.099 -2.399 -0.02
N 2.915 -3.699 -1.039 -0.05
C 2.835 -4.596 -0.022 -0.06
C 2.422 -4.246 1.212 0.01
C 1.957 -2.896 1.376 -0.53
O 1.312 -2.487 2.383 -0.04
N 2.159 -2.011 0.413 0.11
C 2.670 -2.326 -0.815 -0.49
O 2.922 -1.528 -1.694 0.08
H 3.510 -5.151 -2.407 0.09
H 4.057 -3.497 -2.781 0.09
H 2.377 -3.942 -3.051 0.10
H 3.117 -5.613 -0.262 0.13
H 2.357 -4.954 2.022 0.11